The following is a quantum chemistry calculation of a cluster of 5 separate species, C37H70I2N9O4 in total at a distorted geometry, from the OMol25 dataset.

CARTESIAN COORDINATES (ANGSTROEM)
1 C 3.331 -0.214 0.008
2 C 3.050 0.792 -0.573
3 C 3.021 1.943 -1.473
4 C 4.245 2.880 -1.246
5 C 5.489 2.224 -0.709
6 C 6.143 1.227 -1.417
7 C 7.269 0.600 -0.925
8 C 7.772 0.969 0.305
9 C 7.149 1.979 1.009
10 C 6.015 2.616 0.523
11 C 5.408 3.707 1.359
12 C 2.979 1.448 -2.914
13 C 1.902 0.415 -3.081
14 N 0.581 0.864 -2.508
15 C -0.496 0.375 -3.447
16 I -0.385 1.401 -5.310
17 C -1.954 0.319 -2.908
18 C -2.682 -0.762 -3.706
19 I -2.995 2.173 -3.311
20 C 0.539 2.312 -2.142
21 C 1.719 2.756 -1.236
22 C 1.338 2.794 0.246
23 C 0.461 4.019 0.541
24 C -0.382 3.904 1.793
25 C -1.614 3.025 1.629
26 C -2.166 2.592 2.977
27 C -3.509 1.846 2.913
28 C -3.792 1.177 1.582
29 C -3.206 -0.242 1.445
30 C -1.997 -0.614 2.287
31 C -1.608 -2.087 2.039
32 C -0.919 -2.743 3.245
33 C 0.586 -2.831 3.068
34 C 1.319 -3.596 4.171
35 C 1.820 -2.782 5.390
36 C 1.205 -1.408 5.579
37 H 3.561 -1.106 0.529
38 H 4.489 3.328 -2.206
39 H 3.937 3.690 -0.603
40 H 5.785 0.914 -2.386
41 H 7.733 -0.179 -1.504
42 H 8.639 0.471 0.701
43 H 7.554 2.260 1.967
44 H 4.337 3.595 1.477
45 H 5.898 3.759 2.320
46 H 5.571 4.670 0.880
47 H 2.728 2.311 -3.529
48 H 3.924 1.076 -3.279
49 H 2.178 -0.495 -2.569
50 H 1.809 0.156 -4.126
51 H 0.450 0.354 -1.631
52 H -0.220 -0.643 -3.675
53 H -2.000 0.109 -1.846
54 H -2.019 -1.584 -3.963
55 H -3.510 -1.173 -3.139
56 H -3.087 -0.373 -4.629
57 H 0.501 2.925 -3.031
58 H -0.381 2.472 -1.598
59 H 1.929 3.786 -1.509
60 H 2.234 2.896 0.847
61 H 0.803 1.891 0.540
62 H 1.133 4.861 0.679
63 H -0.184 4.234 -0.309
64 H -0.736 4.902 2.036
65 H 0.198 3.585 2.654
66 H -1.398 2.192 0.961
67 H -2.377 3.637 1.155
68 H -2.322 3.510 3.537
69 H -1.435 2.030 3.549
70 H -4.315 2.513 3.193
71 H -3.524 1.061 3.663
72 H -4.868 1.060 1.485
73 H -3.512 1.811 0.749
74 H -3.979 -0.928 1.777
75 H -3.055 -0.487 0.396
76 H -1.115 -0.009 2.078
77 H -2.241 -0.501 3.334
78 H -2.531 -2.625 1.843
79 H -0.981 -2.110 1.150
80 H -1.285 -3.752 3.409
81 H -1.192 -2.160 4.116
82 H 1.030 -1.850 2.913
83 H 0.753 -3.376 2.139
84 H 0.666 -4.398 4.496
85 H 2.185 -4.082 3.734
86 H 1.633 -3.364 6.284
87 H 2.895 -2.659 5.301
88 H 1.577 -0.955 6.494
89 H 0.130 -1.453 5.681
90 H 1.493 -0.738 4.777
91 C 3.646 -3.555 -3.268
92 O 2.996 -4.307 -2.571
93 N 4.072 -3.883 -4.524
94 N 3.996 -2.294 -2.834
95 H 4.616 -3.275 -5.105
96 H 3.834 -4.797 -4.862
97 H 3.708 -2.038 -1.908
98 H 4.532 -1.646 -3.379
99 C -7.652 -1.108 -1.990
100 O -7.104 -1.943 -2.686
101 N -7.040 0.079 -1.679
102 N -8.900 -1.286 -1.463
103 H -7.446 0.793 -1.106
104 H -6.128 0.222 -2.068
105 H -9.368 -2.147 -1.677
106 H -9.364 -0.607 -0.892
107 C -2.221 -3.154 7.072
108 O -1.139 -3.309 6.532
109 N -2.351 -3.007 8.424
110 N -3.392 -3.117 6.362
111 H -3.230 -2.883 8.888
112 H -1.511 -3.034 8.970
113 H -3.329 -3.236 5.369
114 H -4.293 -2.997 6.783
115 C -3.778 -1.713 -8.898
116 O -4.413 -2.258 -9.774
117 N -4.010 -0.414 -8.517
118 N -2.770 -2.348 -8.214
119 H -3.496 0.053 -7.797
120 H -4.738 0.079 -8.997
121 H -2.575 -3.298 -8.468
122 H -2.231 -1.915 -7.491

Values from the calculation:
**Energy**: -77302.9183 eV
**Spin multiplicity**: 1
**ΔE to the lowest compared entry with this formula, charge and spin**: 0.00 kJ/mol
**E_HOMO**: -0.41367 hartree
**Kohn-Sham gap**: 7.98 eV
**Total charge**: +1

Atom charges from the Mulliken analysis, given in e for atoms 1 to 4: -0.8419, -1.8732, 3.4657, -1.8588

The following is a quantum chemistry calculation of a structure of composition C37H71InN3O5 at a distorted geometry, from the OMol25 dataset.

CARTESIAN COORDINATES (ANGSTROEM)
1 C -4.529 3.730 4.645
2 C -4.990 2.397 3.875
3 C -6.164 1.688 4.647
4 C -5.633 2.935 2.507
5 C -3.789 1.465 3.449
6 C -3.208 0.499 4.557
7 C -4.045 -0.829 4.775
8 C -2.999 1.147 5.983
9 C -1.752 0.091 4.058
10 C -1.312 -1.286 3.844
11 C 0.087 -1.612 3.371
12 C 1.051 -0.560 3.086
13 O 2.327 -0.871 2.613
14 C 2.455 -0.607 1.194
15 C 1.146 -0.916 0.356
16 O 1.473 -1.146 -1.032
17 C 0.472 -0.524 -1.890
18 C 1.049 0.888 -2.329
19 In -0.242 2.642 -1.725
20 C 0.919 4.076 -0.357
21 C -0.006 4.977 0.477
22 C -0.818 4.311 1.545
23 C -1.736 5.053 2.399
24 C -1.884 6.522 2.217
25 C -1.091 7.187 1.187
26 C -0.150 6.427 0.333
27 C 0.622 0.832 3.321
28 C -0.731 1.147 3.802
29 H -4.742 4.653 4.051
30 H -3.464 3.684 4.982
31 H -5.149 3.800 5.592
32 H -6.404 0.713 4.121
33 H -5.930 1.409 5.708
34 H -7.110 2.301 4.563
35 H -4.822 3.497 1.953
36 H -6.072 2.118 1.882
37 H -6.391 3.727 2.784
38 H -4.173 0.800 2.615
39 H -3.018 2.127 2.964
40 H -3.414 -1.515 5.416
41 H -4.969 -0.637 5.394
42 H -4.295 -1.350 3.813
43 H -2.435 0.405 6.625
44 H -3.947 1.404 6.521
45 H -2.334 2.057 5.901
46 H -1.979 -2.158 4.026
47 H 0.417 -2.673 3.225
48 H 3.225 -1.345 0.815
49 H 2.847 0.417 0.957
50 H 0.431 -0.045 0.442
51 H 0.651 -1.864 0.719
52 H 0.413 -1.182 -2.809
53 H -0.551 -0.496 -1.430
54 H 2.062 1.035 -1.860
55 H 1.181 0.962 -3.447
56 H -1.786 2.189 -0.941
57 H -0.614 3.607 -3.223
58 H 1.654 4.652 -0.983
59 H 1.527 3.388 0.308
60 H -0.708 3.201 1.685
61 H -2.306 4.485 3.173
62 H -2.609 7.075 2.870
63 H -1.239 8.294 1.080
64 H 0.454 6.951 -0.446
65 H 1.298 1.703 3.133
66 H -0.992 2.228 3.938
67 C 2.008 -3.494 -4.846
68 C 1.598 -2.519 -5.945
69 C 2.544 -2.529 -7.162
70 O 3.771 -1.846 -6.954
71 C 4.757 -2.604 -6.275
72 N 1.474 -1.177 -5.366
73 H 2.854 -3.132 -4.259
74 H 1.182 -3.647 -4.148
75 H 2.274 -4.469 -5.264
76 H 0.609 -2.829 -6.300
77 H 2.047 -1.994 -7.977
78 H 2.724 -3.550 -7.525
79 H 4.711 -3.666 -6.534
80 H 4.658 -2.469 -5.196
81 H 5.738 -2.220 -6.565
82 H 1.109 -0.547 -6.077
83 H 2.419 -0.832 -5.200
84 C 5.742 3.434 -6.118
85 C 5.918 2.271 -5.147
86 C 7.325 1.645 -5.183
87 O 7.566 0.801 -6.302
88 C 7.925 1.483 -7.489
89 N 4.875 1.274 -5.407
90 H 5.626 3.103 -7.151
91 H 4.846 4.004 -5.866
92 H 6.594 4.118 -6.071
93 H 5.765 2.668 -4.138
94 H 7.427 1.000 -4.305
95 H 8.108 2.410 -5.100
96 H 8.524 2.375 -7.286
97 H 7.032 1.747 -8.060
98 H 8.518 0.802 -8.103
99 H 4.936 0.547 -4.697
100 H 5.127 0.791 -6.269
101 C -1.824 -5.366 2.877
102 C -2.392 -5.895 4.189
103 C -2.766 -7.388 4.142
104 O -3.979 -7.669 3.456
105 C -3.857 -7.736 2.046
106 N -3.536 -5.063 4.582
107 H -2.592 -5.203 2.119
108 H -1.330 -4.405 3.035
109 H -1.081 -6.055 2.466
110 H -1.611 -5.780 4.948
111 H -2.929 -7.726 5.170
112 H -1.945 -7.997 3.742
113 H -2.896 -8.153 1.735
114 H -4.003 -6.748 1.606
115 H -4.652 -8.383 1.670
116 H -3.853 -5.355 5.503
117 H -4.313 -5.308 3.970

Values from the calculation:
**Energy**: -59395.8463 eV
**Spin multiplicity**: 1
**ΔE to the lowest compared entry with this formula, charge and spin**: 329.43 kJ/mol
**E_HOMO**: -0.15420 hartree
**Kohn-Sham gap**: 6.35 eV
**Total charge**: -1

Atom charges from the Mulliken analysis, given in e for atoms 1 to 4: -1.4547, 2.2434, -1.7275, -1.7811